ORCA calculation (wB97M-V/def2-TZVPD) on a molecular structure, C17H26Br33IInNO4P.

Geometry as XYZ:
```
84
Properties=species:S:1:pos:R:3
C 7.76422 -0.60301 -1.16376
C 7.31618 0.86677 -1.28546
C 5.90835 1.02536 -0.72615
I 5.60991 3.13346 -0.24743
In 4.32332 0.39334 -2.17633
C 2.55055 1.72559 -2.08386
C 1.37022 1.29385 -1.20242
C 1.52024 1.09941 0.28715
N 2.76800 0.84736 0.81976
O 0.52619 1.19599 1.01325
P 3.59685 -2.02809 -1.75834
O 4.64407 -3.02728 -2.06461
O 3.12094 -2.26695 -0.20737
O 2.26195 -2.37547 -2.67979
H 7.57369 -1.13527 -2.09015
H 8.82449 -0.65135 -0.93188
H 7.22327 -1.09283 -0.35866
H 7.32800 1.16275 -2.33154
H 8.01346 1.51091 -0.75138
H 5.83486 0.53035 0.23710
H 5.05237 0.44529 -3.78650
H 2.15971 1.72564 -3.10348
H 2.84213 2.75236 -1.88279
H 0.93889 0.37831 -1.58830
H 0.59542 2.05380 -1.25754
H 2.67589 0.68653 1.81468
H 3.22310 0.04253 0.40434
H 3.34503 -3.17572 0.02393
H 1.82843 -1.53430 -2.84853
C -0.08750 -4.85554 -3.77698
Br 0.32314 -4.68612 -5.64673
Br -1.84406 -4.20986 -3.34882
Br 0.13731 -6.66037 -3.15271
H 0.61935 -4.23790 -3.23473
C -1.44412 3.76661 1.66599
Br -1.63535 3.60421 -0.23582
Br -0.30313 5.23374 2.15512
Br -3.16842 3.88367 2.51993
H -0.97011 2.85930 2.01611
C -6.89446 2.50037 1.65209
Br -8.02450 0.94708 1.57849
Br -7.61321 3.95191 0.61749
Br -6.51811 3.03324 3.45880
H -5.94903 2.23357 1.20096
C 0.00682 -6.42613 1.04153
Br 0.22446 -6.70435 2.93448
Br -1.82679 -6.54469 0.48787
Br 0.77224 -4.75739 0.47041
H 0.53969 -7.22193 0.54290
C 3.19988 -8.08117 5.69951
Br 3.34045 -8.80173 3.92608
Br 4.28974 -6.51266 5.91339
Br 1.36549 -7.74685 6.19608
H 3.57580 -8.83259 6.37618
C -6.59211 5.30550 -3.29720
Br -6.87934 4.09016 -4.75628
Br -5.01207 4.87734 -2.29293
Br -6.58768 7.14010 -3.88148
H -7.43681 5.19802 -2.63275
C -10.83482 3.34972 -2.73815
Br -9.89035 4.85805 -2.00544
Br -11.31596 3.64830 -4.57499
Br -9.82975 1.72723 -2.51357
H -11.74992 3.24529 -2.17598
C -8.82658 7.90591 0.86301
Br -7.79260 7.90795 -0.76160
Br -8.26680 9.30027 2.06322
Br -10.71342 7.99890 0.49473
H -8.64402 6.96378 1.35958
C 4.70409 2.44629 4.78827
Br 3.79166 0.75482 4.64568
Br 6.09693 2.61217 3.47857
Br 3.46468 3.91658 4.70336
H 5.16376 2.47376 5.76379
C -2.07320 -1.29017 -0.07109
Br -0.51954 -1.78859 -1.06588
Br -3.48609 -0.63891 -1.20869
Br -2.68302 -2.73443 1.04823
H -1.78062 -0.47623 0.57843
C 5.08257 -6.09100 1.09421
Br 6.19737 -4.58851 1.53942
Br 4.53429 -6.03050 -0.73950
Br 5.93354 -7.75763 1.56226
H 4.19051 -6.01424 1.70060
```

Its energy relative to the best compared isomer or geometry (same formula, charge and spin) is 0.6467 eV. The value obtained for the largest force on an atom is 0.9 eV/Å. The HOMO-LUMO gap is 6.527 eV. The HOMO energy is -5.676 eV. As for the multiplicity: 1. The net charge is -1.

***

ORCA calculation (wB97M-V/def2-TZVPD) on a single C5H10O2 molecule.

Geometry as XYZ:
```
17
Properties=species:S:1:pos:R:3
O -1.44834 0.25246 -1.77837
C -0.67535 1.20579 -1.07256
C -0.06428 0.56317 0.18185
C -0.63003 -0.80108 0.59376
C 0.51082 -1.37801 1.43124
O 1.71820 -0.81952 0.92326
C 1.42224 0.22853 0.02015
H -1.77578 0.67351 -2.58156
H 0.14087 1.58280 -1.71172
H -1.28957 2.07426 -0.79343
H -0.17631 1.25721 1.02465
H -1.56737 -0.73101 1.15341
H -0.81193 -1.40800 -0.29674
H 0.57398 -2.47034 1.36603
H 0.41001 -1.10698 2.49227
H 1.62857 -0.09194 -1.01380
H 2.06775 1.08729 0.24506
```

As for the SMILES: OC[C@H]1CCOC1. Its energy relative to the best compared isomer or geometry (same formula, charge and spin) is 1.6763 eV. The value obtained for the largest force on an atom is 0.4 eV/Å. The HOMO-LUMO gap is 10.228 eV. The HOMO energy is -9.438 eV. As for the multiplicity: 1.

***

ORCA calculation (wB97M-V/def2-TZVPD) on a gas-phase ion, C30H37N2O2S (charge +1) in a non-equilibrium geometry.

Geometry as XYZ:
```
72
Properties=species:S:1:pos:R:3
C -4.75131 -2.23581 3.16459
O -4.23572 -0.89764 3.14807
C -2.92142 -0.57360 3.18011
C -2.64637 0.82080 3.06114
C -1.33236 1.24370 2.99836
C -0.26578 0.33489 3.09159
C 1.13467 0.81671 2.66993
C 2.25152 1.55918 3.55687
S 3.75447 0.33537 3.18060
C 3.94162 -0.84363 4.54173
C 3.60270 -0.95679 1.90850
O 1.40733 0.78628 1.45452
C -0.56603 -1.03264 3.20654
C -1.86653 -1.51886 3.26713
H -5.82929 -2.09075 3.19976
H -4.48009 -2.74852 2.24170
H -4.41845 -2.76239 4.05810
H -3.48301 1.52636 2.98774
H -1.09018 2.29772 2.93214
H 1.96628 1.43474 4.60535
H 5.00800 -0.84853 4.80448
H 3.35830 -0.56052 5.41996
H 3.67417 -1.85355 4.21421
H 4.62507 -1.03295 1.49910
H 3.30392 -1.91631 2.35919
H 2.89544 -0.65920 1.13424
H 0.26334 -1.72659 3.26511
H -2.09434 -2.59071 3.36333
C -1.66072 8.98233 8.43849
N -2.04707 8.06412 7.38115
C -3.07321 8.58332 6.49696
C -1.20476 7.02542 6.95991
C -1.40441 5.69936 7.39919
C -0.70126 4.63819 6.86833
C 0.33748 4.85385 5.93180
C 1.02832 3.73792 5.29533
C 2.19297 3.79046 4.59331
C 2.45076 3.04922 3.30717
C 3.74615 3.54771 2.61445
C 4.12226 2.88324 1.44222
C 5.17531 3.37472 0.66856
C 5.80454 4.61701 0.93744
N 6.58946 5.20134 -0.03148
C 6.88385 6.63329 -0.05876
C 7.38955 4.37871 -0.92309
C 5.43389 5.24566 2.14865
C 4.56345 4.62478 3.05293
C 0.60473 6.19067 5.54992
C -0.15132 7.24110 6.05166
H -0.91010 8.47466 9.06236
H -1.23416 9.92182 8.02161
H -2.57143 9.19335 9.02957
H -3.37562 7.84020 5.75166
H -3.95817 8.83963 7.09328
H -2.77078 9.50042 5.96184
H -2.16331 5.55883 8.16908
H -0.93973 3.61678 7.19522
H 0.64072 2.75032 5.52680
H 2.98115 4.40239 5.04468
H 1.54507 3.13511 2.60321
H 3.56473 1.99530 1.09402
H 5.48235 2.80613 -0.19908
H 5.95468 7.18397 0.18750
H 7.68651 6.93914 0.64594
H 7.17978 6.85553 -1.09657
H 7.05763 3.33451 -0.93996
H 7.31059 4.80191 -1.92557
H 8.46423 4.37003 -0.68450
H 5.90607 6.18782 2.37768
H 4.52331 5.04686 4.06239
H 1.42671 6.35631 4.84549
H 0.05348 8.25060 5.70859
```

Its energy relative to the best compared isomer or geometry (same formula, charge and spin) is 0.0000 eV. The value obtained for the largest force on an atom is 3.8 eV/Å. The HOMO-LUMO gap is 6.759 eV. The HOMO energy is -9.764 eV. As for the multiplicity: 1. The net charge is +1.

***

ORCA calculation (wB97M-V/def2-TZVPD) on a single C5H11NOS molecule in a non-equilibrium geometry.

Geometry as XYZ:
```
19
Properties=species:S:1:pos:R:3
C -0.19086 2.74908 1.08344
C 0.47709 2.04176 -0.11261
N -0.09921 0.74328 -0.48801
C -0.29255 -0.33705 0.38654
O -0.00940 -0.28226 1.55812
C -0.77754 -1.57715 -0.31679
C 0.34108 -2.23841 -1.13728
S 1.55827 -3.07516 -0.06131
H 0.55378 3.16987 1.76189
H -1.01679 3.42296 0.85526
H -0.66715 2.05115 1.76707
H 0.35605 2.75288 -0.92821
H 1.52392 1.83522 0.11602
H -0.54107 0.63920 -1.38129
H -1.16971 -2.29135 0.41629
H -1.71684 -1.55586 -0.88841
H 0.93796 -1.52320 -1.69999
H -0.04926 -2.99087 -1.82119
H 0.78221 -3.53407 0.89045
```

As for the SMILES: CCNC(=O)CCS. Its energy relative to the best compared isomer or geometry (same formula, charge and spin) is 1.0169 eV. The value obtained for the largest force on an atom is 2.1 eV/Å. The HOMO-LUMO gap is 9.703 eV. The HOMO energy is -8.930 eV. As for the multiplicity: 1.

***

ORCA calculation (wB97M-V/def2-TZVPD) on a molecular structure, F4H8N2O12PtS4 in a non-equilibrium geometry.

Geometry as XYZ:
```
31
Properties=species:S:1:pos:R:3
Pt -0.60221 -0.03095 0.01892
N 0.51479 -1.59993 0.87186
S 1.39238 -2.74756 0.30007
O 1.15745 -4.09562 0.73816
O 2.71935 -2.33414 -0.06508
F 0.66769 -2.78053 -1.13956
S 1.22349 -1.80877 2.39203
O 2.59978 -1.43628 2.53583
O 0.73609 -2.83001 3.27340
F 0.52240 -0.51119 3.01585
N 0.59604 1.00524 -1.39321
S 0.07134 2.10361 -2.54563
O 0.69216 2.02780 -3.83283
O -0.43667 3.34999 -2.04188
F -1.31766 1.30926 -2.75410
S 2.05204 1.58619 -1.34606
O 2.23507 2.99671 -1.03548
O 3.00254 1.06278 -2.27014
F 2.46525 0.77391 -0.01788
O -2.16899 -0.46044 1.90474
H -2.27693 -1.33857 2.29211
H -2.79915 0.09546 2.37383
O -1.56133 -1.41519 -1.41674
H -1.68476 -1.24957 -2.36057
H -1.55770 -2.37701 -1.32645
O -2.48849 1.34075 -0.25220
H -3.03085 2.03762 0.13240
H -2.79562 1.26311 -1.16471
O -0.10455 1.71713 1.49392
H -0.56225 2.16253 2.21389
H 0.73928 2.18367 1.40550
```

Its energy relative to the best compared isomer or geometry (same formula, charge and spin) is 1.2562 eV. The value obtained for the largest force on an atom is 8.6 eV/Å. The HOMO-LUMO gap (spin up / spin down) is 9.160 / 8.153 eV. The HOMO energy (spin up / spin down) is -10.474 / -10.564 eV. As for the multiplicity: 3. Its expectation value of S² is 2.004.

***

> multiplicity of number 5 (F4H8N2O12PtS4)?

3